# 1
14
Properties=species:S:1:pos:R:3:mulliken_charge:R:1 method="wB97M-V/def2-TZVPD" e_lumo_ev=-4.492 charge=+1 largest_force_ev_per_a=1.10 de_lowest_kcal_mol=44.17 homo_energy_ha=-0.53435 orbital_gap_ev=10.05
C 1.46 1.03 0.59 -0.181
C 0.28 0.45 -0.01 0.598
C -0.95 -0.39 -2.27 -0.726
N -0.39 -0.55 1.95 -0.745
O 1.42 -0.12 -0.27 -0.280
S -1.13 0.73 -0.84 0.027
H 1.90 1.92 0.16 0.257
H 1.69 0.83 1.63 0.251
H -1.85 -0.98 -2.36 0.321
H -0.08 -1.03 -2.13 0.294
H -0.82 0.24 -3.14 0.315
H -1.21 -1.12 1.75 0.286
H -0.65 0.14 2.64 0.287
H 0.33 -1.16 2.32 0.295

***

# 2
14
Properties=species:S:1:pos:R:3:mulliken_spin:R:1 method="wB97M-V/def2-TZVPD" e_lumo_ev="-3.811 / -6.769" multiplicity=3 charge=+1 largest_force_ev_per_a=5.06 de_lowest_kcal_mol=54.61 homo_energy_ha="-0.34373 / -0.54301" orbital_gap_ev="5.54 / 8.01"
C 0.72 0.52 -1.53 -0.056
C 0.31 -0.30 -0.50 0.414
C 0.17 1.78 1.70 -0.064
N 0.02 -1.75 -0.51 0.014
O -0.62 0.45 -1.17 0.030
S 0.81 0.08 1.42 1.496
H 1.11 1.51 -1.29 0.013
H 0.83 0.07 -2.49 0.014
H 0.97 2.15 2.20 0.029
H -0.76 1.64 2.36 0.055
H -0.07 2.00 0.67 0.011
H -0.31 -2.10 -1.46 0.009
H -0.78 -1.95 0.25 0.023
H 0.93 -2.28 -0.39 0.011

***

# 3
13
Properties=species:S:1:pos:R:3:mulliken_charge:R:1 method="wB97M-V/def2-TZVPD" e_lumo_ev=0.839 largest_force_ev_per_a=3.73 de_lowest_kcal_mol=21.18 smiles="C/N=C(/C)P" homo_energy_ha=-0.32391 orbital_gap_ev=9.65
C -0.22 -0.07 -0.30 0.504
C -1.00 -0.89 -1.30 -1.028
C -0.32 1.15 1.87 -0.745
N -0.76 0.21 0.87 -0.476
P 1.44 0.40 -1.01 -0.116
H -2.03 -0.85 -1.10 0.333
H -0.65 -0.57 -2.30 0.376
H -0.72 -1.99 -1.20 0.233
H -0.78 0.83 2.84 0.253
H -0.71 2.16 1.60 0.268
H 0.77 1.26 2.01 0.306
H 2.17 -0.35 -0.04 0.057
H 1.66 1.70 -0.51 0.034

***

# 4
13
Properties=species:S:1:pos:R:3:mulliken_charge:R:1 method="wB97M-V/def2-TZVPD" e_lumo_ev="0.634 / 0.709" largest_force_ev_per_a=1.56 de_lowest_kcal_mol=90.40 homo_energy_ha="-0.29675 / -0.23697" orbital_gap_ev="8.71 / 7.16"
C 0.37 -0.09 -0.15 0.369
C -2.18 1.45 0.13 -0.948
C 0.76 0.10 -1.54 -0.941
N 0.64 -0.62 0.90 -0.250
P 1.90 -1.64 1.53 -0.128
H -1.65 2.29 0.54 0.296
H -2.66 0.76 0.79 0.304
H -2.38 1.41 -0.91 0.309
H 1.71 -0.42 -1.75 0.324
H 0.87 1.16 -1.75 0.268
H -0.02 -0.31 -2.18 0.269
H 1.08 -2.77 1.55 0.057
H 1.56 -1.33 2.85 0.071

***

# 5
13
Properties=species:S:1:pos:R:3:mulliken_charge:R:1 method="wB97M-V/def2-TZVPD" e_lumo_ev=4.291 charge=-1 largest_force_ev_per_a=2.52 de_lowest_kcal_mol=35.86 homo_energy_ha=-0.08274 orbital_gap_ev=6.54
C -0.37 2.15 -0.21 -0.742
C 0.96 0.89 1.22 -0.245
N 0.17 1.90 1.14 -0.526
H -1.22 1.45 -0.54 0.195
H 0.43 2.05 -0.93 0.320
H -0.70 3.18 -0.26 0.303
H 1.37 0.68 2.21 0.266
H 1.28 0.27 0.39 0.272
C -0.12 -2.42 0.04 -0.791
S -0.30 -1.02 -1.00 -0.670
H -0.13 -2.17 1.12 0.191
H -0.96 -3.16 -0.06 0.214
H 0.78 -3.02 -0.14 0.212

***

# 6
13
Properties=species:S:1:pos:R:3:mulliken_charge:R:1 method="wB97M-V/def2-TZVPD" e_lumo_ev=3.979 charge=-1 largest_force_ev_per_a=4.30 de_lowest_kcal_mol=34.86 homo_energy_ha=-0.09702 orbital_gap_ev=6.62
C -1.45 1.13 -1.01 -0.684
S -2.26 0.38 0.50 -0.717
H -2.16 1.64 -1.71 0.230
H -0.90 0.22 -1.52 0.169
H -0.70 1.94 -0.64 0.131
C 3.29 -0.85 -0.25 -0.883
C 2.11 -0.29 0.16 0.085
N 0.83 -0.86 0.38 -0.319
H 3.26 -1.77 -0.86 0.192
H 4.20 -0.34 -0.23 0.279
H 2.09 0.76 0.42 0.296
H 0.94 -1.84 0.00 0.153
H -0.17 -0.57 0.52 0.068

***

# 7
13
Properties=species:S:1:pos:R:3:mulliken_charge:R:1 method="wB97M-V/def2-TZVPD" e_lumo_ev=3.830 charge=-1 largest_force_ev_per_a=5.93 de_lowest_kcal_mol=51.36 homo_energy_ha=-0.07561 orbital_gap_ev=5.89
C 0.74 -1.45 1.96 -0.751
S 2.26 -1.35 0.93 -0.759
H 0.55 -0.50 2.37 0.164
H -0.21 -1.64 1.37 0.131
H 1.00 -2.20 2.76 0.236
C -0.79 1.29 -0.37 -0.540
C -0.20 0.43 -2.44 -0.279
N -0.13 1.44 -1.60 -0.407
H -0.08 1.30 0.51 0.171
H -1.60 0.47 -0.15 0.225
H -1.36 2.22 -0.11 0.290
H 0.43 0.45 -3.23 0.289
H -0.61 -0.44 -2.00 0.230

***

# 8
13
Properties=species:S:1:pos:R:3:mulliken_charge:R:1 method="wB97M-V/def2-TZVPD" e_lumo_ev=-3.651 charge=+1 largest_force_ev_per_a=3.79 de_lowest_kcal_mol=23.70 smiles=C[C@H]1[NH2+]CS1 homo_energy_ha=-0.51199 orbital_gap_ev=10.28
C 1.34 -1.19 0.00 -0.483
C -0.05 0.41 0.33 0.018
C -1.07 1.39 -0.13 -1.325
N -0.12 -1.00 -0.16 -0.137
S 1.70 0.61 -0.20 0.028
H 1.48 -1.59 0.99 0.316
H 1.86 -1.86 -0.65 0.389
H 0.19 0.59 1.41 0.313
H -1.04 1.62 -1.28 0.337
H -0.83 2.30 0.28 0.429
H -2.16 1.32 0.15 0.351
H -0.53 -0.98 -1.14 0.390
H -0.78 -1.63 0.38 0.374

***

# 9
13
Properties=species:S:1:pos:R:3:mulliken_charge:R:1 method="wB97M-V/def2-TZVPD" e_lumo_ev=-7.560 charge=+1 largest_force_ev_per_a=3.12 de_lowest_kcal_mol=60.86 homo_energy_ha=-0.52618 orbital_gap_ev=6.76
C -1.34 0.53 0.69 -0.259
C -0.22 -1.54 -0.30 -1.175
C -0.28 -0.41 0.58 0.458
N 1.36 1.22 -0.37 -0.668
S -2.57 0.66 -0.41 0.056
H -1.14 1.20 1.61 0.316
H 0.80 -1.68 -0.51 0.346
H -0.73 -1.53 -1.22 0.394
H -0.69 -2.54 0.03 0.365
H 0.57 -0.43 1.37 0.301
H 0.53 1.54 -0.96 0.315
H 2.19 1.05 -0.91 0.260
H 1.53 1.93 0.38 0.290

***

# 10
13
Properties=species:S:1:pos:R:3:mulliken_charge:R:1 method="wB97M-V/def2-TZVPD" e_lumo_ev="-5.499 / -5.114" charge=+1 largest_force_ev_per_a=4.25 de_lowest_kcal_mol=117.36 homo_energy_ha="-0.51435 / -0.47688" orbital_gap_ev="8.50 / 7.86"
C -1.48 -0.28 0.81 -1.227
C -0.47 0.57 0.99 0.391
C 0.60 0.42 -0.07 -0.065
N 0.43 -0.25 -1.38 -0.225
S 1.51 1.85 -0.43 -0.126
H -2.31 -0.34 1.52 0.262
H -1.57 -1.11 0.16 0.192
H -0.35 1.18 1.84 0.344
H 2.07 -1.08 0.48 0.126
H -0.35 -0.92 -1.10 0.284
H 1.35 -0.66 -1.75 0.471
H -0.03 0.29 -2.19 0.408
H 1.80 1.86 0.83 0.165